Entry 1:
C9H21PS | ωB97M-V with the def2-TZVPD basis set

```
32
Properties=species:S:1:pos:R:3:forces:R:3
C -2.344868 -2.279124 0.260250 -2.128 0.798 -2.170
C 0.855411 2.827802 0.716085 0.203 0.640 3.309
C -0.501631 1.999290 -1.164097 -2.866 2.325 -0.938
C -0.123885 -1.119569 -1.744576 2.031 0.662 1.691
C 0.549848 -0.092283 1.950492 -2.464 2.685 -1.540
C -1.878800 -0.852338 0.040736 0.738 -0.887 -5.028
C -0.097676 1.760143 0.259571 -2.396 -1.905 1.694
C -0.300071 -0.866446 -0.190274 -2.767 -0.918 -1.535
C 0.230315 0.302262 0.543437 3.151 0.078 -1.227
P 3.064396 -1.579799 0.254952 1.403 -1.000 -1.383
S 2.723343 0.273298 -0.540823 -1.573 0.525 0.529
H -2.208684 -2.828406 -0.807673 -0.616 0.724 3.023
H -3.415561 -2.134098 0.624312 0.922 -0.936 -1.034
H -1.854570 -2.710769 1.104147 0.704 -0.703 0.207
H 1.715515 2.688054 0.164257 1.935 0.110 -1.468
H 1.269511 2.846180 1.790952 -0.945 -0.893 -1.239
H 0.528260 3.867455 0.690365 -0.569 -0.215 -0.800
H 0.254341 2.203211 -1.846415 2.410 -0.283 -0.760
H -1.016910 3.010982 -1.338540 0.185 -1.174 1.006
H -1.141307 1.316155 -1.728111 -0.006 -0.250 0.904
H -0.692727 -1.959231 -2.051119 0.050 -1.599 0.222
H 0.993624 -1.190474 -1.817803 -1.142 -0.274 -0.871
H -0.542898 -0.423977 -2.456545 0.348 1.056 0.377
H 0.962535 0.817527 2.385607 -0.550 -0.496 1.105
H 1.235888 -0.832699 1.871783 2.272 -2.410 0.189
H -0.428110 -0.570483 2.205187 0.731 0.709 1.109
H -2.409312 -0.344464 -0.919600 1.118 -1.262 2.218
H -2.054869 -0.235248 0.801725 -1.266 2.253 3.354
H -1.021030 1.679909 1.024105 1.066 0.947 -1.654
H -0.110396 -1.831295 0.374748 0.936 1.251 -0.804
H 3.290736 -2.437254 -1.049881 -0.038 1.133 1.869
H 4.469597 -1.304319 0.592739 -0.876 -0.690 -0.353
```
Positions in Å, forces in eV/Å.

Calculated values
energy relative to the best compared isomer or geometry (same formula, charge and spin) = 87.3 kcal/mol
E = -29793.201 eV
2S+1 = 1
net charge = 0
orbital gap = 7.5 eV

Mulliken population analysis, charges in e, atoms 1 to 8: atom 1 (C): -1.16, atom 2 (C): -1.58, atom 3 (C): -1.50, atom 4 (C): -1.35, atom 5 (C): -1.38, atom 6 (C): -0.79, atom 7 (C): 1.41, atom 8 (C): 0.25

***

Entry 2:
C9H22BClNO10P2 | ωB97M-V with the def2-TZVPD basis set

```
46
Properties=species:S:1:pos:R:3:forces:R:3
O 5.362730 0.007506 0.081301 -0.749 1.410 0.157
C 6.020425 -0.150734 -0.890483 -0.009 -2.616 0.648
N 6.705874 -0.702120 -1.708439 -0.379 1.179 -0.167
B 8.237375 -0.399347 -1.502252 1.058 -0.554 -0.872
C 8.800520 -0.790987 0.001386 0.234 0.648 -0.401
C 9.414274 0.372416 0.837566 -0.523 -1.894 0.691
O 9.623468 0.233441 1.999887 0.168 0.563 0.120
Cl 9.900375 1.987186 0.133520 -0.162 -0.449 -0.179
H 8.433327 0.735524 -1.829594 0.127 0.394 0.179
H 8.848859 -1.084593 -2.297232 0.036 -0.214 -0.203
H 8.035213 -1.310707 0.638702 0.713 0.736 -0.203
H 9.628573 -1.541741 -0.119702 -0.512 0.817 0.223
C -0.784062 0.300875 -0.065481 -0.118 0.207 -0.069
O -0.207809 -0.449094 1.012866 -2.527 -1.194 -1.925
P -0.048563 -2.121573 0.732861 7.081 -1.039 5.245
O 0.179219 -2.472260 2.173218 -1.344 0.173 -0.642
O 1.359619 -1.899104 -0.065080 -0.916 -0.694 -0.724
C 2.392512 -1.103714 0.517832 0.168 0.706 -0.049
O -0.115541 -3.722356 0.190743 -2.325 2.131 -1.462
C -0.067217 -3.947387 -1.224585 0.146 -0.280 -0.242
H -0.694336 1.363138 0.162162 0.052 -0.104 0.070
H -0.264216 0.093338 -1.004470 0.038 0.061 -0.036
H -1.841956 0.046698 -0.163645 -0.007 0.229 -0.107
H 2.325722 -1.071701 1.605676 -0.176 -0.111 -0.054
H 2.332698 -0.089374 0.119155 0.103 -0.022 0.101
H 3.354810 -1.523374 0.234008 -0.151 -0.097 -0.114
H 0.954895 -3.836343 -1.586702 -0.030 0.140 0.037
H -0.725224 -3.256597 -1.752631 0.038 -0.129 -0.154
H -0.392836 -4.968579 -1.419622 -0.111 0.041 0.134
C -7.384665 3.379241 -1.168040 -0.234 0.046 -0.163
O -6.725612 2.121933 -1.363910 1.318 3.322 0.848
P -5.465749 1.773231 -0.258722 -1.163 -9.584 -1.208
O -4.963131 0.652332 -1.128920 0.522 1.259 -0.526
O -6.574983 1.202453 0.810130 0.524 0.908 0.908
C -7.606197 0.335150 0.361443 -0.571 0.189 -0.244
O -4.238429 1.477461 0.881741 -0.749 3.725 -0.077
C -4.355043 2.114695 2.163654 0.222 -0.122 0.439
H -8.255531 3.417335 -1.822508 0.081 -0.076 0.010
H -7.715242 3.490368 -0.131713 -0.056 0.033 0.027
H -6.709783 4.197110 -1.430155 -0.173 0.082 -0.021
H -7.323267 -0.208935 -0.540357 0.142 0.107 0.030
H -8.511187 0.916612 0.167879 -0.013 -0.124 -0.071
H -7.821890 -0.379069 1.155482 0.183 0.121 0.117
H -5.090445 1.592640 2.775612 -0.079 0.050 -0.096
H -4.638659 3.161733 2.054696 0.073 0.005 0.190
H -3.388914 2.057270 2.662724 0.052 0.022 -0.165
```
Positions in Å, forces in eV/Å.

Calculated values
energy relative to the best compared isomer or geometry (same formula, charge and spin) = 75.4 kcal/mol
E = -63429.591 eV
2S+1 = 1
net charge = -1
orbital gap = 3.4 eV

Mulliken population analysis, charges in e, atoms 1 to 8: atom 1 (O): -0.57, atom 2 (C): 0.72, atom 3 (N): -0.60, atom 4 (B): 0.20, atom 5 (C): -0.57, atom 6 (C): 0.48, atom 7 (O): -0.47, atom 8 (Cl): -0.23

***

Entry 3:
C9H22FeN3O8P | ωB97M-V with the def2-TZVPD basis set

```
44
Properties=species:S:1:pos:R:3:forces:R:3
Fe 1.680240 2.792421 1.094390 -2.605 0.569 1.128
O 0.024723 2.046242 0.292545 0.776 -0.401 0.379
H -0.181515 1.946515 -0.632754 0.154 0.126 -0.106
P 0.949299 3.717733 3.477575 -3.580 1.474 -0.152
O 1.614654 2.345740 3.030325 1.134 -1.087 -0.257
O 1.850742 4.787026 3.995526 0.911 -0.439 0.567
O -0.445770 3.582654 4.078475 1.364 -0.723 0.928
O 0.526737 4.084801 1.964325 1.727 0.256 -2.297
C 1.252431 0.305630 -4.976383 0.039 -0.626 2.038
O 1.711036 0.467971 -6.058222 0.984 0.327 -2.902
N 0.518060 1.182054 -4.302119 -0.519 -0.275 1.012
C 0.211210 2.470837 -4.815887 -0.012 1.428 -0.282
C 0.005790 0.868953 -2.979161 -0.942 0.061 0.149
H 1.493002 -0.586020 -4.379453 -0.219 -0.270 0.117
H 0.908821 2.822655 -5.578192 0.161 -0.526 0.024
H 0.302091 3.195698 -3.999402 -0.289 -0.082 -0.049
H -0.785618 2.547566 -5.269569 -0.018 -0.158 0.268
H -1.078942 1.042993 -2.941234 0.118 -0.043 -0.162
H 0.143326 -0.171986 -2.698898 0.271 -0.082 -0.234
H 0.421438 1.485437 -2.191426 0.526 0.155 -0.126
C -0.814320 0.075655 2.913748 3.487 -0.604 2.455
O -1.748279 0.362519 2.111822 -2.586 0.723 -2.050
N -0.730685 -1.200502 3.487032 -0.408 -0.256 0.382
C 0.504102 -1.608395 4.111538 0.191 -0.070 0.026
C -1.708614 -2.203071 3.182415 1.297 -1.154 0.857
H 0.010685 0.745433 3.173075 -0.278 0.644 -0.421
H 0.633874 -2.695315 4.028416 -0.141 0.046 -0.107
H 0.591679 -1.367336 5.187269 -0.338 0.090 -0.226
H 1.383495 -1.153447 3.640354 -0.202 0.112 -0.162
H -2.659283 -1.799278 2.883023 -0.218 0.220 -0.246
H -1.306240 -2.940327 2.458252 -0.389 0.229 -0.437
H -1.833585 -2.826932 4.085850 -0.379 0.242 -0.094
C -1.679336 -1.488901 -0.453895 -1.343 0.456 -0.306
O -2.721970 -2.034494 -0.832060 0.669 0.068 0.088
N -0.449884 -1.981058 -0.621592 0.887 0.477 -0.912
C -0.227312 -3.108672 -1.504406 -0.895 -0.241 0.562
C 0.735409 -1.285001 -0.115685 0.501 -2.503 1.538
H -1.699429 -0.495149 0.020723 0.135 -0.203 0.228
H -1.168869 -3.665068 -1.528306 0.154 -0.017 -0.090
H 0.540735 -3.759124 -1.083682 0.171 0.089 -0.212
H -0.011140 -2.799711 -2.533578 0.301 0.017 0.145
H 1.099187 -1.988738 0.674802 -0.069 0.627 0.061
H 1.593465 -1.374489 -0.786427 -0.424 0.890 -0.587
H 0.544548 -0.343511 0.390871 -0.103 0.434 -0.532
```
Positions in Å, forces in eV/Å.

Calculated values
energy relative to the best compared isomer or geometry (same formula, charge and spin) = 0.0 kcal/mol
E = -74212.271 eV
2S+1 = 9
net charge = -2
orbital gap (spin up / spin down) = 3.6 / 4.3 eV

Mulliken population analysis, charges in e, atoms 1 to 8: atom 1 (Fe): 0.25, atom 2 (O): -0.61, atom 3 (H): 0.18, atom 4 (P): 1.02, atom 5 (O): -0.72, atom 6 (O): -0.77, atom 7 (O): -0.77, atom 8 (O): -0.56

***

Entry 4:
C9H22N3 | ωB97M-V with the def2-TZVPD basis set

```
34
Properties=species:S:1:pos:R:3:forces:R:3
C 4.007738 -0.527392 -0.243381 3.321 -0.606 -0.010
C 3.243468 0.722828 -0.672781 -1.940 -1.374 -1.036
C 3.139501 -1.398317 0.730425 1.695 2.389 -1.413
C 1.905822 0.598593 0.087914 2.966 -0.913 0.797
C 1.235392 1.734249 0.708352 0.970 2.914 -0.227
C -3.983635 1.095162 -0.661701 1.731 -1.429 1.205
C -2.046441 -0.264189 1.441530 -3.043 -1.012 2.491
C -2.187404 -1.690969 -0.532663 0.957 -1.234 -1.543
C -2.512133 0.683858 -0.834176 -0.086 3.552 -1.569
N 1.954685 -0.628980 0.869292 -1.783 0.474 1.921
N 1.153265 -0.546546 -0.325653 -2.213 0.197 -0.262
N -1.897410 -0.344949 0.006715 1.416 -1.223 -0.632
H 4.532077 -1.160486 -1.072110 -1.118 1.299 1.309
H 4.863864 -0.078814 0.364651 -0.815 -0.981 -0.739
H 3.840932 1.595955 -0.597759 0.105 0.958 0.657
H 2.886826 0.711116 -1.703207 0.531 -0.135 -0.441
H 2.880213 -2.275378 0.242923 -0.296 -2.116 -0.457
H 3.668939 -1.556242 1.667711 -0.414 -0.086 0.046
H 0.678156 2.246070 -0.077190 -0.082 0.389 0.061
H 1.932204 2.528664 1.217320 -1.069 -1.713 -1.109
H 0.558609 1.411471 1.440750 -0.960 -0.495 1.092
H -4.032003 1.503391 0.302326 -0.858 0.166 1.717
H -4.372310 1.875563 -1.255232 0.303 0.690 -1.403
H -4.534520 0.207719 -0.817536 -1.316 -0.707 0.242
H -3.077725 0.112251 1.679855 1.284 0.502 -0.018
H -2.174240 -1.285804 1.907737 0.859 0.943 -0.715
H -1.193795 0.247698 1.876378 -0.416 0.242 0.194
H -3.236310 -1.778588 -0.746809 -0.375 0.060 -0.472
H -1.499085 -2.036003 -1.409220 -1.412 1.331 1.296
H -1.984665 -2.406271 0.220825 0.272 -0.622 0.853
H -1.939173 1.639233 -0.826741 0.139 -0.866 0.503
H -2.478896 0.397149 -1.855604 0.739 -0.875 -0.841
H 1.520886 -1.023471 -1.138581 0.661 -0.032 -0.110
H -0.852842 -0.308562 0.005654 0.249 0.311 -1.386
```
Positions in Å, forces in eV/Å.

Calculated values
energy relative to the best compared isomer or geometry (same formula, charge and spin) = 43.9 kcal/mol
E = -14150.648 eV
2S+1 = 1
net charge = +1
orbital gap = 9.6 eV

Mulliken population analysis, charges in e, atoms 1 to 8: atom 1 (C): -0.36, atom 2 (C): -1.04, atom 3 (C): -0.61, atom 4 (C): 1.21, atom 5 (C): -1.61, atom 6 (C): -1.38, atom 7 (C): -0.62, atom 8 (C): -0.85